{
  "formula": "C13H11Cl2NO2Os",
  "method": "the ωB97M-V functional and the def2-TZVPD basis",
  "charge": 2,
  "relative_energy_kcal_mol": 0.0,
  "gap_ev": [6.53, 5.62],
  "energy_ev": -46735.353,
  "spin_multiplicity": 5,
  "s_squared": 6.021,
  "max_force_ev_per_a": 5.40,
  "homo_energy_ev": [-14.3, -16.5],
  "species": ["Cl", "C", "C", "C", "H", "C", "C", "H", "H", "H", "C", "Os", "C", "O", "C", "O", "H", "H", "H", "Cl", "C", "C", "C", "C", "N", "C", "H", "H", "H", "H"],
  "xyz": [[5.060, -1.251, -0.605], [0.417, 1.999, 0.756], [-0.497, 2.161, -0.324], [0.249, 2.151, -1.525], [-1.562, 2.286, -0.240], [1.626, 2.000, -1.205], [1.716, 1.888, 0.209], [2.629, 1.762, 0.767], [0.164, 1.979, 1.802], [-0.150, 2.255, -2.520], [2.758, 1.982, -2.167], [0.445, 0.027, -0.502], [-0.342, -1.026, -1.979], [-0.827, -1.598, -2.864], [1.570, -1.381, 0.315], [2.246, -2.175, 0.822], [2.453, 1.592, -3.136], [3.585, 1.378, -1.800], [3.138, 2.993, -2.327], [-2.404, -4.686, 1.180], [-2.226, -2.945, 1.302], [-3.072, -2.208, 2.125], [-2.916, -0.827, 2.206], [-1.913, -0.200, 1.462], [-1.080, -0.923, 0.653], [-1.235, -2.284, 0.572], [-3.848, -2.701, 2.697], [-3.570, -0.244, 2.842], [-1.825, 0.866, 1.549], [-0.588, -2.870, -0.065]]
}